1.
Computed, not measured: a structure of composition C38H52N3OP2V, with wB97M-V/def2-TZVPD.

LUMO (spin up / spin down) ... -11.29 / -11.26 eV
Gap between HOMO and LUMO (spin up / spin down) ... 0.1897 / 0.1882 Ha
DFT total energy ... -3344.31869 Eh
Net charge ... +3
Spin multiplicity ... 2

Atoms and positions in Å:
C1 -1.710 -1.598 -2.005
C2 0.569 -2.099 -1.807
C3 -1.868 -2.532 -3.029
C4 0.426 -3.177 -2.706
C5 -0.799 -3.387 -3.316
H1 -2.815 -2.574 -3.559
H2 1.323 -3.738 -2.958
H3 -0.917 -4.197 -4.034
N1 -0.582 -1.576 -1.254
P1 -2.531 0.053 0.003
P2 2.477 -0.451 -0.337
C6 -2.680 -0.463 -1.769
H4 -2.400 0.402 -2.395
H5 -3.706 -0.728 -2.061
C7 0.536 1.414 1.081
O1 0.957 2.311 1.710
C8 1.800 -1.376 -1.711
H6 2.604 -1.851 -2.302
C9 3.907 0.353 -1.452
C10 3.292 -1.300 1.225
C11 -3.204 1.810 0.043
C12 -3.642 -1.244 0.828
C13 3.693 1.854 -1.219
H7 3.715 2.117 -0.151
H8 4.497 2.419 -1.718
H9 2.738 2.197 -1.638
C14 5.326 -0.086 -1.083
H10 5.619 0.112 -0.049
H11 5.478 -1.149 -1.308
H12 6.028 0.472 -1.725
C15 3.815 0.013 -2.954
H13 4.472 0.695 -3.516
H14 4.165 -1.008 -3.164
H15 2.804 0.120 -3.353
C16 3.967 -0.156 2.009
H16 3.242 0.632 2.261
H17 4.385 -0.553 2.946
H18 4.785 0.326 1.464
C17 2.203 -1.911 2.110
H19 1.563 -1.146 2.555
H20 1.569 -2.621 1.559
H21 2.685 -2.455 2.939
C18 4.253 -2.426 0.843
H22 5.175 -2.084 0.366
H23 4.548 -2.951 1.766
H24 3.765 -3.156 0.183
C19 -4.080 -0.750 2.215
H25 -4.615 -1.573 2.716
H26 -3.218 -0.483 2.839
H27 -4.773 0.100 2.163
C20 -2.823 -2.536 1.001
H28 -2.461 -2.928 0.043
H29 -1.966 -2.390 1.667
H30 -3.480 -3.297 1.447
C21 -4.876 -1.577 -0.034
H31 -5.543 -2.220 0.560
H32 -5.446 -0.686 -0.326
H33 -4.603 -2.140 -0.936
C22 -2.427 2.672 -0.968
H34 -2.581 2.346 -2.004
H35 -2.784 3.711 -0.885
H36 -1.347 2.666 -0.771
C23 -2.988 2.397 1.448
H37 -1.920 2.450 1.706
H38 -3.393 3.421 1.457
H39 -3.504 1.826 2.228
C24 -4.691 1.798 -0.328
H40 -4.861 1.347 -1.316
H41 -5.310 1.282 0.417
H42 -5.042 2.840 -0.378
V1 -0.092 -0.045 0.154
N2 0.175 0.894 -1.456
C25 0.880 0.648 -2.451
C26 0.943 1.525 -3.622
C27 0.814 2.898 -3.352
C28 1.006 1.076 -4.951
C29 0.763 3.824 -4.390
H43 0.726 3.223 -2.315
C30 0.981 2.015 -5.987
H44 1.061 0.003 -5.144
C31 0.873 3.387 -5.714
H45 0.620 4.878 -4.144
H46 1.027 1.686 -7.027
H47 0.830 4.119 -6.527
N3 -0.703 -0.573 2.197
C32 -0.737 -0.383 3.360
C33 -0.651 -0.247 4.757
C34 -1.815 -0.320 5.555
C35 -1.712 -0.156 6.940
C36 -0.465 0.059 7.532
C37 0.692 0.117 6.750
C38 0.609 -0.020 5.362
H48 -2.777 -0.501 5.081
H49 -2.616 -0.198 7.549
H50 -0.394 0.182 8.614
H51 1.668 0.273 7.212
H52 1.499 0.053 4.738

Forces on the atoms, in the same order (eV/Å):
-0.271 -0.256 -0.331
-1.100 -0.606 -0.159
0.146 0.459 0.522
0.176 0.390 -0.258
0.068 -0.583 0.256
0.258 -0.018 -0.063
-0.268 0.053 -0.241
0.032 0.230 0.109
1.602 1.441 -0.072
-1.339 0.322 -0.859
1.045 -0.077 0.298
0.009 -0.199 0.152
0.155 -0.457 0.170
0.351 0.106 0.222
3.709 8.101 5.174
-1.937 -3.993 -2.893
0.150 -1.322 0.051
-0.676 0.386 0.074
-0.016 0.549 0.224
-0.074 -0.331 -0.287
0.071 -0.134 0.179
0.190 -0.059 0.344
0.350 0.393 -0.098
0.053 -0.072 -0.243
-0.276 -0.123 0.150
0.265 -0.031 0.138
0.319 -0.079 0.291
0.007 -0.058 -0.388
0.009 0.356 0.061
-0.319 -0.096 0.187
-0.410 -0.034 -0.121
-0.160 -0.097 0.327
-0.029 0.313 0.054
0.727 -0.063 -0.111
-0.058 0.254 -0.286
0.119 -0.182 0.072
-0.180 0.004 -0.257
-0.274 -0.190 0.301
-0.237 0.028 -0.106
0.188 -0.091 -0.084
0.129 0.016 0.150
-0.173 0.148 -0.309
0.366 -0.151 -0.046
-0.338 -0.109 0.190
-0.100 0.119 -0.296
0.119 0.075 0.178
-0.253 -0.064 0.153
0.170 0.243 -0.141
-0.331 -0.006 -0.165
0.226 -0.252 0.035
0.040 -0.126 0.045
-0.136 -0.011 0.224
-0.260 -0.186 -0.157
0.200 0.191 -0.138
-0.116 0.151 -0.055
0.232 0.186 -0.137
0.114 -0.345 0.074
-0.116 0.080 0.286
0.037 -0.004 -0.007
-0.021 0.177 0.180
0.086 -0.337 -0.028
-0.275 0.127 0.001
-0.114 0.032 0.101
-0.238 0.055 -0.052
0.172 -0.280 0.058
0.122 0.197 -0.187
-0.210 0.177 -0.009
-0.012 0.138 0.247
0.183 0.175 -0.227
0.081 -0.276 -0.001
-2.613 -3.295 -3.528
1.416 -2.055 0.838
-2.168 1.413 0.490
0.377 -0.472 -0.308
-0.139 0.536 -0.079
0.244 0.188 -0.191
0.023 -0.227 0.347
0.055 0.026 -0.293
-0.082 -0.228 0.037
0.071 0.326 -0.131
-0.166 -0.176 0.228
0.135 -0.315 -0.197
-0.008 0.022 0.385
0.087 -0.355 0.248
0.711 0.762 1.669
0.396 -0.641 -1.971
-0.208 0.223 0.870
0.100 0.109 0.350
-0.177 -0.106 -0.596
-0.049 -0.030 -0.078
0.125 -0.036 -0.660
-0.065 0.012 0.295
0.166 0.052 0.216
0.311 -0.005 -0.164
-0.018 -0.046 -0.334
-0.346 -0.017 -0.123
-0.140 -0.039 0.212

Atom charges from the Löwdin analysis, given in e for atoms 1 to 6: -0.309 -0.297 0.040 0.026 0.014 0.141

2.
Computed, not measured: a structure of composition C38H53AuNO2PS3, with wB97M-V/def2-TZVPD.

LUMO (spin up / spin down) ... -7.11 / -7.02 eV
Gap between HOMO and LUMO (spin up / spin down) ... 0.2177 / 0.2242 Ha
DFT total energy ... -3355.98615 Eh
Net charge ... +2

Atoms and positions in Å:
Au1 0.160 -0.132 0.215
O1 1.246 1.979 -0.846
S1 1.300 3.137 -1.848
C1 -0.451 3.469 -2.194
C2 -1.035 2.375 -3.073
C3 -2.556 2.500 -3.205
C4 -3.302 2.567 -1.876
S2 -2.909 1.186 -0.733
O2 -1.539 1.523 -0.171
C5 -4.074 1.725 0.527
C6 -5.395 1.314 0.429
C7 -6.318 1.805 1.339
C8 -5.913 2.687 2.333
C9 -4.581 3.065 2.438
C10 -3.651 2.577 1.532
C11 1.580 4.620 -0.879
C12 2.394 5.601 -1.427
C13 2.551 6.803 -0.750
C14 1.905 7.005 0.461
C15 1.116 6.002 1.012
C16 0.952 4.800 0.344
H1 -0.506 4.456 -2.656
H2 -0.915 3.475 -1.212
H3 -0.792 1.406 -2.627
H4 -0.588 2.409 -4.068
H5 -2.923 1.652 -3.786
H6 -2.798 3.405 -3.767
H7 -4.377 2.493 -2.042
H8 -3.097 3.485 -1.326
H9 -5.699 0.624 -0.349
H10 -7.355 1.506 1.268
H11 -6.642 3.083 3.026
H12 -4.262 3.744 3.216
H13 -2.605 2.853 1.595
H14 2.890 5.428 -2.373
H15 3.172 7.577 -1.176
H16 2.021 7.947 0.978
H17 0.622 6.163 1.960
H18 0.349 4.006 0.770
N1 0.616 -2.176 -0.581
S3 -0.016 -3.495 0.157
C17 1.223 -4.764 -0.085
C18 1.813 -4.965 -1.325
C19 2.771 -5.957 -1.446
C20 3.125 -6.725 -0.343
C21 2.533 -6.503 0.892
C22 1.574 -5.511 1.030
C23 -1.295 -3.988 -1.015
C24 -1.447 -3.306 -2.210
C25 -2.493 -3.663 -3.048
C26 -3.371 -4.673 -2.680
C27 -3.191 -5.357 -1.485
C28 -2.148 -5.015 -0.640
H19 1.626 -2.256 -0.634
H20 1.519 -4.366 -2.178
H21 3.241 -6.132 -2.404
H22 3.869 -7.502 -0.450
H23 2.819 -7.098 1.748
H24 1.102 -5.325 1.986
H25 -0.761 -2.513 -2.470
H26 -2.616 -3.151 -3.993
H27 -4.203 -4.925 -3.322
H28 -3.865 -6.155 -1.209
H29 -2.010 -5.534 0.301
C29 -1.234 0.309 3.477
C30 -1.372 -1.077 2.848
C31 -2.619 -1.782 3.415
C32 -1.559 -0.996 1.365
H30 -1.067 0.229 4.550
H31 -2.150 0.880 3.315
H32 -0.401 0.859 3.035
H33 -0.493 -1.682 3.095
H34 -3.511 -1.189 3.205
H35 -2.517 -1.880 4.495
H36 -2.757 -2.775 2.987
H37 -2.374 -0.330 1.100
H38 -1.711 -1.959 0.887
C33 3.020 -1.900 1.933
C34 3.558 -1.353 0.614
P1 2.692 0.192 0.042
C35 3.250 1.403 1.307
C36 4.755 1.670 1.319
C37 3.551 0.531 -1.561
C38 4.803 -0.267 -1.905
H39 3.447 -2.882 2.135
H40 1.930 -1.993 1.904
H41 3.284 -1.249 2.765
H42 3.485 -2.104 -0.178
H43 4.617 -1.110 0.712
H44 2.928 0.996 2.269
H45 2.703 2.329 1.141
H46 5.331 0.775 1.549
H47 4.976 2.408 2.089
H48 5.101 2.072 0.367
H49 3.781 1.598 -1.544
H50 2.797 0.386 -2.337
H51 5.589 -0.145 -1.161
H52 5.186 0.099 -2.858
H53 4.596 -1.329 -2.027

Forces on the atoms, in the same order (eV/Å):
-0.376 -1.803 0.222
-0.102 0.979 -0.776
-0.362 0.216 0.782
0.323 -0.179 -0.255
-0.075 0.076 0.089
0.197 -0.178 0.054
0.203 -0.272 -0.184
-0.757 0.629 -0.053
0.838 -0.065 0.316
0.033 -0.263 -0.093
0.018 -0.058 -0.043
-0.007 0.021 -0.015
-0.003 0.028 0.014
-0.015 -0.057 -0.029
0.188 0.059 -0.060
0.138 -0.069 -0.330
-0.057 -0.089 -0.024
0.004 0.037 0.005
0.054 0.002 -0.067
-0.009 -0.050 0.004
-0.062 -0.082 0.094
-0.006 0.029 0.001
0.047 0.144 0.044
0.078 -0.018 -0.081
0.005 -0.043 0.018
-0.061 0.044 -0.041
-0.086 -0.014 0.012
-0.043 -0.008 0.100
-0.046 -0.044 0.134
-0.040 -0.002 -0.011
-0.011 -0.015 0.007
-0.002 -0.019 0.035
-0.034 0.001 0.029
-0.002 0.038 0.000
0.012 0.038 -0.022
0.017 0.026 0.024
0.006 0.004 0.023
0.014 0.000 0.027
-0.025 -0.011 -0.031
-0.451 1.366 0.499
0.144 -0.887 -0.513
-0.133 0.267 0.268
-0.041 0.021 -0.124
-0.002 0.076 -0.043
-0.015 0.010 0.064
0.051 -0.035 -0.041
-0.061 0.035 0.047
0.073 0.188 0.142
0.065 0.011 0.015
-0.021 -0.021 -0.009
0.021 0.027 -0.035
0.014 -0.040 0.019
-0.016 0.020 0.155
-0.022 -0.062 0.173
-0.019 -0.033 -0.035
-0.005 -0.017 -0.012
0.019 -0.011 0.006
-0.010 -0.020 0.008
0.009 0.002 0.025
-0.009 0.029 -0.017
-0.039 0.017 -0.004
0.026 -0.046 -0.037
-0.015 -0.004 0.021
-0.005 -0.028 0.021
0.095 -0.115 -0.120
0.443 0.318 0.099
0.050 -0.039 -0.201
-0.255 -0.057 -0.698
0.024 0.036 0.016
0.008 0.047 0.000
0.031 0.079 0.067
0.002 -0.033 -0.055
-0.039 -0.006 0.021
0.006 0.000 0.021
0.000 -0.030 0.026
0.044 0.051 0.062
0.031 0.017 -0.067
0.074 0.003 -0.114
-0.228 0.375 0.068
0.283 -0.479 0.355
0.190 -0.094 -0.251
-0.112 0.044 0.100
-0.234 0.089 0.093
-0.033 0.103 0.011
-0.039 -0.018 0.062
-0.013 -0.026 0.101
-0.053 -0.003 0.042
0.103 -0.019 0.002
0.005 -0.158 -0.075
-0.049 0.036 -0.002
-0.096 -0.019 -0.027
0.036 -0.003 -0.004
0.079 0.004 -0.019
0.018 -0.001 -0.011
-0.041 0.012 -0.060
-0.004 0.091 0.006
0.032 -0.025 -0.005
0.064 -0.037 0.010
0.029 -0.034 0.033

Atom charges from the Löwdin analysis, given in e for atoms 1 to 6: 0.945 -0.720 1.041 -0.324 -0.248 -0.216

Max |F| in eV/Å, matching the order above: 10.3, 1.9
ΔE to the lowest compared entry with this formula, charge and spin in eV, matching the order above: 0.000, 2.475